Entry 1:
The following is a DFT calculation (ωB97M-V/def2-TZVPD) of a cluster of 2 separate species, C3H4F2O in total.

electronic energy = -391.47737 a.u.
relative energy (zero: lowest compared OMol25 entry of this formula, charge and spin) = 122.6 kcal per mole
E_HOMO (alpha / beta) = -9.147 / -10.214 eV
molar mass = 94.060 u
largest force on an atom = 4.2 eV/Å
Kohn-Sham gap (alpha / beta) = 8.1 / 9.9 eV

CARTESIAN COORDINATES (ANGSTROEM)
F 2.223 1.428 -1.614
F 0.869 2.784 -0.544
O 0.320 1.960 -2.535
C -0.400 -0.952 0.172
C -0.252 -0.878 1.434
C 0.873 1.696 -1.366
H -0.336 -1.756 -0.485
H 0.666 2.590 -3.186
H -0.379 0.038 2.088
H 0.091 -1.805 2.089



Entry 2:
The following is a DFT calculation (ωB97M-V/def2-TZVPD) of a cluster of 2 separate species, C4H13NS in total.

electronic energy = -612.78927 a.u.
relative energy (zero: lowest compared OMol25 entry of this formula, charge and spin) = 35.2 kcal per mole
charge = +1
spin multiplicity = 2
expectation value of S² = 0.7534
E_HOMO (alpha / beta) = -13.332 / -13.271 eV
molar mass = 107.222 u
largest force on an atom = 1.7 eV/Å
Kohn-Sham gap (alpha / beta) = 9.7 / 4.7 eV

CARTESIAN COORDINATES (ANGSTROEM)
S -2.042 -0.042 1.368
N -0.162 -1.001 -1.354
C 0.476 -2.311 -1.256
C 0.804 0.066 -1.712
C -0.159 2.089 1.495
C -0.738 0.950 2.299
H 0.272 2.811 2.198
H 1.122 -2.584 -2.100
H -0.276 -3.102 -1.238
H 1.777 -0.220 -1.310
H 1.077 -2.464 -0.356
H -1.129 -0.477 0.452
H 0.877 0.263 -2.778
H -0.947 2.646 0.985
H 0.018 0.274 2.712
H -1.278 1.374 3.138
H 0.598 1.895 0.744
H -0.807 -1.116 -2.129
H 0.517 0.949 -1.157



Entry 3:
The following is a DFT calculation (ωB97M-V/def2-TZVPD) of an isolated molecule of C8H14O2.

electronic energy = -463.66529 a.u.
relative energy (zero: lowest compared OMol25 entry of this formula, charge and spin) = 25.5 kcal per mole
SMILES = CC(=O)/C=C(/O)C(C)(C)C
E_HOMO = -8.899 eV
molar mass = 142.198 u
largest force on an atom = 4.2 eV/Å
Kohn-Sham gap = 9.6 eV

CARTESIAN COORDINATES (ANGSTROEM)
O 1.415 1.692 -1.231
O -0.066 -2.439 -0.423
C -0.639 0.868 1.211
C -1.048 -0.127 0.126
C 1.871 0.730 -0.639
C -2.207 -0.983 0.648
C 0.198 -1.143 -0.135
C -1.500 0.596 -1.144
C 3.176 0.813 0.120
C 1.295 -0.613 -0.708
H -2.589 -1.665 -0.114
H 3.545 1.843 0.090
H 0.110 1.566 0.858
H -0.273 0.357 2.099
H -1.511 1.452 1.503
H 3.924 0.177 -0.355
H -0.861 -2.729 0.047
H -1.730 -0.120 -1.932
H 3.024 0.464 1.131
H -2.396 1.181 -0.929
H 1.955 -1.335 -1.180
H -0.737 1.283 -1.499
H -1.928 -1.548 1.538
H -3.028 -0.319 0.919